The molecule C19H14FN3OS2. Source: OMol25; level of theory: wB97M-V/def2-TZVPD.

```
40
Properties=species:S:1:pos:R:3
O -0.8658 -0.8473 3.4125
F -3.5909 -0.7647 0.5589
N 2.5313 -1.0394 -0.8700
S -1.4370 1.7148 0.5077
S 1.9459 0.2569 -3.0251
C -1.5519 -0.2459 2.5779
C 1.6213 -0.2317 -1.3728
C -0.9608 0.2669 1.3357
C 0.4891 0.2762 -0.5643
C 0.0135 -0.3764 0.6413
C -0.2388 1.3949 -0.7687
C -5.7307 0.2152 3.3290
C 5.6832 -2.2238 -2.4470
C 5.5555 -1.5771 -3.6758
C -4.8206 0.2671 4.3773
C -5.2584 -0.0826 2.0425
C 4.6616 -2.0474 -1.4824
C 4.4487 -0.7945 -3.9922
C -3.4579 0.0554 4.1521
C -3.9298 -0.3375 1.8051
C 3.5641 -1.2508 -1.7687
C 3.4224 -0.6379 -3.0018
C -2.9663 -0.1385 2.8292
N 0.4526 -1.6129 1.0978
N -0.0883 2.3389 -1.7769
C -0.6684 3.6829 -1.7676
H -6.8126 0.3675 3.5353
H 6.5858 -2.7585 -2.2354
H 6.3072 -1.7931 -4.4206
H -5.1289 0.4654 5.4018
H -5.9480 -0.2878 1.2042
H 4.7870 -2.5825 -0.5675
H 4.3907 -0.2375 -4.9021
H -2.7524 0.1138 4.9664
H 1.3169 -1.9654 0.6578
H 0.3341 -1.7503 2.0970
H 0.4798 2.1009 -2.5832
H -1.7229 3.6500 -1.9872
H -0.1686 4.2850 -2.5221
H -0.4919 4.1316 -0.7981
```

Values from the calculation:
energy above the lowest of the compared OMol25 structures with the same formula, charge and spin = 0.0 kcal/mol
gap between HOMO and LUMO = 7.68 eV
E_HOMO = -0.276 Eh

---

A structure of composition C19H14IN2O6Ti. Source: OMol25; level of theory: wB97M-V/def2-TZVPD.

```
43
Properties=species:S:1:pos:R:3
Ti 0.2193 0.5659 -0.5658
O -3.4717 0.9677 1.2304
C -2.3994 0.6217 0.5095
O -1.2787 1.0935 0.7780
C -2.5233 -0.3355 -0.5380
C -3.6163 -1.1156 -0.9656
C -3.4041 -2.0472 -1.9354
C -2.0924 -2.2489 -2.5008
C -1.0838 -1.4738 -2.0624
N -1.2900 -0.5269 -1.1293
C 0.3944 -1.4914 -2.4737
O 0.8203 -2.2542 -3.3093
O 1.0722 -0.6183 -1.7900
H -3.1673 1.7014 1.7859
H -4.5893 -0.9780 -0.5092
H -4.2319 -2.6582 -2.2746
H -1.8961 -3.0065 -3.2472
N -0.4050 1.3839 -3.7463
C -1.3564 2.3585 -3.2287
C -1.1864 2.6721 -1.7530
O -2.1234 3.1962 -1.1872
O -0.0167 2.3917 -1.2111
H 0.5505 1.6972 -3.6459
H -0.5736 1.1699 -4.7174
H -2.3650 1.9653 -3.3423
H -1.3318 3.3358 -3.7228
I 2.9729 1.8150 -0.3390
C 3.1235 0.9587 1.5678
C 4.1583 1.3726 2.3479
C 4.3530 0.7705 3.6150
C 3.5250 -0.2291 4.0202
C 2.4474 -0.6674 3.2078
C 1.6168 -1.7333 3.6337
C 0.5985 -2.1492 2.8340
C 0.3357 -1.4987 1.6048
C 1.0734 -0.4388 1.1191
C 2.1873 -0.0503 1.9452
H 4.8303 2.1459 1.9992
H 5.1739 1.0979 4.2439
H 3.6808 -0.7162 4.9783
H 1.8131 -2.2070 4.5903
H -0.0311 -2.9749 3.1505
H -0.5130 -1.8617 1.0333
```

Values from the calculation:
energy above the lowest of the compared OMol25 structures with the same formula, charge and spin = 24.5 kcal/mol
gap between HOMO and LUMO (spin up / spin down) = 5.74 / 7.70 eV
total charge = -1
E_HOMO (spin up / spin down) = -0.117 / -0.189 Eh
spin multiplicity = 3

---

A structure of composition C19H14MnN6O6. Source: OMol25; level of theory: wB97M-V/def2-TZVPD.

```
46
Properties=species:S:1:pos:R:3
Mn 0.1205 -0.9053 -0.9862
O 0.4732 -0.2763 6.0919
N -0.0776 0.6361 5.5411
O -0.4231 1.6746 6.0220
C -0.3729 0.4836 4.0892
C -1.1111 1.4804 3.5288
C -1.4749 1.4562 2.1549
C -2.3711 2.3590 1.5574
C -2.7255 2.1569 0.2404
C -2.0964 1.1538 -0.5036
N -1.1754 0.3509 0.0136
C -0.9328 0.4372 1.3451
C -0.1584 -0.6086 1.9280
N 0.2410 -1.5792 1.0739
C 0.8731 -2.6272 1.5695
C 1.1307 -2.7653 2.9368
C 0.7561 -1.7786 3.8206
C 0.0897 -0.6414 3.3259
H -1.4321 2.3078 4.1499
H -2.7885 3.1681 2.1378
H -3.4824 2.7649 -0.2322
H -2.3596 0.9831 -1.5408
H 1.1932 -3.3973 0.8811
H 1.6212 -3.6586 3.2894
H 0.9633 -1.8712 4.8799
N 0.5295 -3.0326 -1.9494
N -0.3973 -3.0750 -3.0152
C -1.4195 -2.1373 -3.0344
O -2.2815 -2.1221 -3.8572
O -1.2669 -1.2470 -2.0640
H 1.4862 -3.1502 -2.3026
H 0.3463 -3.7966 -1.2886
H -0.5057 -3.9159 -3.5733
O 3.7170 0.6720 -0.7173
C 2.6120 0.4025 -1.0781
O 1.8531 -0.5759 -0.6446
C 1.8567 1.1815 -2.1458
C 2.3928 2.2796 -2.7966
C 1.6140 2.9021 -3.7656
C 0.3663 2.3707 -4.0629
C -0.0886 1.2581 -3.3651
N 0.6369 0.6944 -2.4044
H 3.3870 2.6111 -2.5377
H 1.9782 3.7800 -4.2799
H -0.2567 2.8012 -4.8326
H -1.0415 0.7968 -3.5973
```

Values from the calculation:
energy above the lowest of the compared OMol25 structures with the same formula, charge and spin = 36.4 kcal/mol
gap between HOMO and LUMO (spin up / spin down) = 5.56 / 7.53 eV
total charge = +2
E_HOMO (spin up / spin down) = -0.589 / -0.590 Eh
spin multiplicity = 4

---

A structure of composition C19H14N4PdSe. Source: OMol25; level of theory: wB97M-V/def2-TZVPD.

```
39
Properties=species:S:1:pos:R:3
Pd 0.7882 1.1213 -0.5665
C 4.4279 0.7591 0.2667
C 3.2253 1.6451 0.5198
C 2.2669 1.3009 1.4921
C 1.1179 2.0866 1.6655
C 0.9429 3.2413 0.9165
C 1.9241 3.6323 0.0109
C 3.0302 2.8297 -0.2178
H 5.2503 1.0253 0.9404
H 4.8446 0.8575 -0.7350
H 4.1935 -0.2934 0.4388
H 2.4151 0.4105 2.1129
H 0.3700 1.8391 2.4043
H 0.0531 3.8504 1.0680
H 1.7795 4.5344 -0.5257
H 3.7340 3.1197 -0.9433
Se -4.6652 -4.3022 -0.6146
N -4.7555 -2.5083 -0.5301
C -3.5521 -2.0734 -0.5046
C -3.1498 -0.7206 -0.4721
C -4.1011 0.2801 -0.2474
C -3.6596 1.6071 -0.2092
C -2.3178 1.8561 -0.4061
N -1.4030 0.8817 -0.5908
C -1.7824 -0.3832 -0.5878
C -0.7317 -1.4282 -0.5700
N 0.5372 -1.0305 -0.6244
C 1.4974 -1.9375 -0.4302
C 1.2489 -3.2829 -0.2235
C -0.0608 -3.7257 -0.2786
C -1.0732 -2.7817 -0.4482
C -2.4444 -3.1840 -0.5120
N -2.8796 -4.4024 -0.5256
H -5.1525 0.0933 -0.0418
H -4.3241 2.4525 -0.0689
H -1.9395 2.8768 -0.4068
H 2.5128 -1.5459 -0.3709
H 2.0907 -3.9269 -0.0476
H -0.2580 -4.7741 -0.1364
```

Values from the calculation:
gap between HOMO and LUMO (spin up / spin down) = 7.00 / 2.96 eV
total charge = +2
E_HOMO (spin up / spin down) = -0.533 / -0.509 Eh
spin multiplicity = 3

---

Table of F_max (Eh/bohr), in record order: 0.060 0.042 0.048 0.056